# 1
The following is a DFT calculation (ωB97M-V/def2-TZVPD) of a cluster of 2 separate species, C4H13NS in total.

The calculation puts the molar mass at 107.222 g/mol. As for the orbital gap: 9.347 eV. The value obtained for the energy above the lowest of the compared OMol25 structures with the same formula, charge and spin is 2.175 eV. Its HOMO energy is -8.392 eV.

Positions of all 19 atoms, in Å:
C1 1.67 -1.35 -1.40
C2 2.76 -0.62 -0.67
S1 1.71 0.98 -0.14
H1 1.11 -0.61 -1.87
H2 2.17 -2.04 -2.20
H3 1.00 -2.01 -0.67
H4 3.14 -1.06 0.24
H5 3.59 -0.04 -1.28
H6 2.19 1.23 1.13
C3 -1.06 -0.31 1.03
N1 -1.66 0.59 0.02
C4 -2.70 1.53 0.48
H7 -0.60 0.33 1.76
H8 -0.62 -1.29 0.69
H9 -1.88 -0.66 1.64
H10 -2.01 -0.04 -0.67
H11 -2.76 2.39 -0.22
H12 -3.72 1.16 0.65
H13 -2.32 1.83 1.49

Results of the Löwdin charge analysis, in e, for atoms 1 through 8: number 1, C, carries -0.251; number 2, C, carries -0.491; number 3, S, carries 0.616; number 4, H, carries -0.006; number 5, H, carries 0.097; number 6, H, carries 0.107; number 7, H, carries 0.052; number 8, H, carries 0.090

---

# 2
The following is a DFT calculation (ωB97M-V/def2-TZVPD) of a structure of composition C30H37BrFeN7OSSi2.

The calculation puts the molar mass at 735.662 g/mol. The net charge is -1. As for the orbital gap: 6.433 eV. The value obtained for the energy above the lowest of the compared OMol25 structures with the same formula, charge and spin is 0.000 eV. Its HOMO energy is -4.564 eV.

Positions of all 80 atoms, in Å:
Fe1 -0.17 1.05 0.27
C1 3.24 3.44 1.00
C2 2.17 2.52 0.51
N1 1.09 2.22 1.16
N2 0.88 2.81 2.37
C3 -0.14 2.27 3.02
N3 -0.43 2.88 4.21
S1 -1.03 0.88 2.57
C4 2.26 1.88 -0.80
C5 3.38 1.95 -1.62
C6 3.36 1.31 -2.84
C7 2.23 0.60 -3.21
C8 1.15 0.57 -2.35
N4 1.16 1.19 -1.17
H1 2.93 3.87 1.95
H2 4.18 2.91 1.15
H3 3.42 4.25 0.29
H4 -0.08 3.81 4.32
H5 -1.34 2.68 4.58
H6 4.25 2.52 -1.30
H7 4.23 1.35 -3.50
H8 2.18 0.08 -4.16
H9 0.24 0.04 -2.59
Br1 1.95 -12.01 0.36
C9 1.66 -10.13 0.37
C10 2.54 -9.31 1.05
C11 2.33 -7.94 1.05
C12 1.24 -7.39 0.37
C13 0.37 -8.24 -0.31
C14 0.58 -9.61 -0.31
N5 1.12 -5.98 0.44
N6 0.13 -5.54 -0.21
C15 -0.11 -4.19 -0.24
C16 -1.24 -3.85 -1.00
C17 -1.69 -2.56 -1.20
C18 -1.01 -1.48 -0.61
O1 -1.33 -0.27 -0.75
C19 0.16 -1.81 0.20
N7 0.76 -0.72 0.74
C20 1.84 -0.88 1.48
C21 2.38 -2.14 1.73
C22 1.78 -3.26 1.20
C23 0.63 -3.12 0.40
H10 3.39 -9.74 1.58
H11 3.00 -7.28 1.58
H12 -0.47 -7.81 -0.83
H13 -0.10 -10.26 -0.84
H14 -1.77 -4.68 -1.45
H15 -2.57 -2.36 -1.80
H16 2.27 0.02 1.91
H17 3.26 -2.23 2.35
H18 2.18 -4.24 1.38
C24 0.70 4.40 -1.89
Si1 -0.85 4.29 -0.80
C25 -2.07 5.40 -1.75
C26 -0.46 5.32 0.74
C27 -1.41 2.56 -0.52
Si2 -3.19 2.42 0.00
C28 -3.83 0.76 0.62
C29 -4.37 2.73 -1.46
C30 -3.61 3.66 1.36
H19 0.64 5.31 -2.51
H20 0.80 3.55 -2.57
H21 1.62 4.47 -1.31
H22 -1.64 6.40 -1.86
H23 -3.03 5.51 -1.25
H24 -2.26 5.00 -2.75
H25 0.07 6.23 0.44
H26 0.16 4.78 1.46
H27 -1.38 5.63 1.25
H28 -1.45 2.19 -1.56
H29 -3.87 0.03 -0.20
H30 -4.84 0.91 1.00
H31 -3.22 0.33 1.42
H32 -4.10 2.06 -2.28
H33 -4.33 3.75 -1.84
H34 -5.40 2.51 -1.18
H35 -2.85 3.63 2.15
H36 -4.57 3.42 1.82
H37 -3.67 4.69 0.99

Results of the Löwdin charge analysis, in e, for atoms 1 through 8: number 1, Fe, carries 0.217; number 2, C, carries -0.031; number 3, C, carries -0.288; number 4, N, carries -0.065; number 5, N, carries -0.006; number 6, C, carries -0.845; number 7, N, carries 0.061; number 8, S, carries 0.728

---

# 3
The following is a DFT calculation (ωB97M-V/def2-TZVPD) of a cluster of 2 separate species, C6H16N2O in total.

The calculation puts the molar mass at 132.207 g/mol. As for the orbital gap (spin up / spin down): 7.080 / 7.084 eV. The value obtained for the energy above the lowest of the compared OMol25 structures with the same formula, charge and spin is 5.570 eV. Its HOMO energy (spin up / spin down) is -6.250 / -6.254 eV.

Positions of all 25 atoms, in Å:
C1 1.20 -0.21 1.56
C2 -1.09 0.11 2.27
C3 -0.56 -1.70 -0.10
N1 -0.20 -0.11 1.13
H1 1.82 -0.43 0.70
H2 1.29 -1.04 2.27
H3 1.55 0.71 2.03
H4 -2.12 0.11 1.92
H5 -0.96 -0.69 3.00
H6 -0.88 1.08 2.76
H7 0.10 -2.12 -0.85
H8 -0.50 -2.31 0.80
H9 -1.59 -1.58 -0.42
C4 1.34 0.36 -1.85
C5 -0.05 0.22 -1.28
N2 -1.11 0.10 -2.24
C6 -0.42 0.87 -0.01
O1 0.23 2.08 0.39
H10 0.50 2.56 -0.40
H11 -0.94 0.64 -3.08
H12 -1.27 -0.87 -2.52
H13 -1.51 1.02 -0.02
H14 1.39 1.11 -2.66
H15 2.07 0.68 -1.10
H16 1.70 -0.58 -2.29

Results of the Löwdin charge analysis, in e, for atoms 1 through 8: number 1, C, carries -0.064; number 2, C, carries -0.063; number 3, C, carries 0.072; number 4, N, carries -0.285; number 5, H, carries 0.079; number 6, H, carries 0.089; number 7, H, carries 0.091; number 8, H, carries 0.089